Record 1
{
  "formula": "C31H59N2O8",
  "method": "ωB97M-V/def2-TZVPD",
  "largest_force_ev_per_a": 8.308,
  "s2": 0.755,
  "orbital_gap_ha": [0.3475, 0.3202],
  "e_tot_ha": -1927.64285,
  "homo_ev": [-9.04, -9.13],
  "spin_multiplicity": 2,
  "species": ["C", "C", "C", "C", "C", "C", "C", "N", "C", "C", "O", "C", "C", "C", "C", "N", "O", "H", "H", "H", "H", "H", "H", "H", "H", "H", "H", "H", "H", "H", "H", "H", "H", "H", "H", "H", "H", "H", "H", "H", "C", "C", "O", "C", "H", "H", "H", "H", "H", "H", "C", "C", "O", "C", "H", "H", "H", "H", "H", "H", "C", "C", "O", "C", "H", "H", "H", "H", "H", "H", "C", "C", "O", "C", "H", "H", "H", "H", "H", "H", "C", "C", "O", "C", "H", "H", "H", "H", "H", "H", "C", "C", "O", "C", "H", "H", "H", "H", "H", "H"],
  "coordinates": [[2.98601, -4.13033, 3.81143], [2.84526, -4.13803, 2.17675], [3.53712, -5.58051, 1.68408], [1.25786, -4.26805, 1.79211], [0.50661, -2.81610, 1.81461], [-0.70045, -2.91191, 0.66295], [-1.82480, -4.07453, 1.01510], [-3.08317, -3.87460, 0.43321], [-0.28703, -2.55381, 3.26333], [-1.43414, -1.34593, 3.11664], [-2.72833, -1.71541, 3.02156], [1.42016, -1.53057, 1.40251], [3.03149, -1.67903, 1.60733], [3.53713, -0.89037, 2.99218], [3.71651, -0.77848, 0.37139], [3.60516, -3.06000, 1.45116], [3.59985, -3.28719, 0.09950], [4.06240, -3.67178, 4.04969], [2.22108, -3.41812, 4.36206], [2.96001, -5.24032, 4.19185], [4.68427, -5.63034, 1.95164], [3.29012, -5.83652, 0.56843], [2.99461, -6.40800, 2.35149], [1.13064, -4.80410, 0.73893], [0.75120, -5.00742, 2.57827], [-0.14020, -3.31105, -0.31346], [-1.15711, -1.86924, 0.39063], [-1.58476, -5.02944, 1.68281], [-3.70550, -4.66357, 0.71947], [0.45439, -2.16667, 4.11057], [-0.80115, -3.57948, 3.57014], [-1.12692, -0.19461, 3.04464], [1.12128, -1.18107, 0.30093], [1.07137, -0.62682, 2.10173], [4.71941, -1.04924, 3.01877], [3.38577, 0.28533, 2.91261], [3.06206, -1.34644, 3.97001], [4.85927, -1.00302, 0.23165], [3.08581, -0.82604, -0.62029], [3.65336, 0.35615, 0.73396], [0.87223, 2.88922, -2.05536], [0.36242, 1.80183, -1.14780], [1.10203, 0.90330, -0.74967], [-1.08741, 1.85612, -0.74633], [1.93479, 2.72168, -2.26107], [0.32550, 2.87024, -3.00139], [0.75915, 3.86174, -1.56964], [-1.72150, 1.79122, -1.63411], [-1.28784, 2.78264, -0.20240], [-1.31433, 1.00870, -0.09076], [5.99186, -2.17846, -4.51659], [5.57763, -2.33445, -3.07783], [5.94589, -1.53664, -2.21715], [4.69555, -3.50449, -2.73270], [6.62628, -1.29146, -4.61742], [6.56185, -3.05440, -4.83614], [5.10756, -2.04929, -5.14575], [5.20777, -4.43957, -2.97288], [3.75356, -3.43447, -3.28244], [4.47708, -3.49007, -1.65964], [-1.21073, 6.14938, 0.88788], [0.24641, 6.29584, 0.53964], [0.75302, 5.64670, -0.37407], [1.05989, 7.26709, 1.35270], [-1.67169, 5.41506, 0.21877], [-1.31308, 5.79732, 1.91737], [-1.72111, 7.10740, 0.76054], [1.05861, 6.96488, 2.40298], [0.65063, 8.27487, 1.24616], [2.09307, 7.26815, 0.98948], [-2.41073, 6.44938, 5.13074], [-0.95359, 6.59584, 4.78250], [-0.44698, 5.94670, 3.86879], [-0.14011, 7.56709, 5.59556], [-2.87169, 5.71506, 4.46163], [-2.51308, 6.09732, 6.16022], [-2.92111, 7.40740, 5.00340], [-0.14139, 7.26488, 6.64584], [-0.54937, 8.57487, 5.48902], [0.89307, 7.56815, 5.23234], [-4.58820, -3.14062, -2.52393], [-5.48504, -2.84232, -3.69554], [-5.04187, -2.78885, -4.84168], [-6.94511, -2.61172, -3.41065], [-3.56243, -3.28456, -2.87957], [-4.60112, -2.30209, -1.82324], [-4.91805, -4.05676, -2.02754], [-7.06304, -1.74963, -2.74935], [-7.37994, -3.50422, -2.95368], [-7.47018, -2.40753, -4.34980], [-4.54542, 0.13644, -5.44251], [-4.38380, 1.63265, -5.47707], [-4.41131, 2.30196, -4.44549], [-4.18744, 2.27842, -6.82264], [-4.67862, -0.19029, -4.40572], [-5.42788, -0.15527, -6.01735], [-3.65105, -0.34318, -5.84818], [-5.05395, 2.08205, -7.45906], [-3.27720, 1.89418, -7.28985], [-4.08518, 3.36119, -6.69398]],
  "forces_ev_per_a": [[1.3800, 1.1242, -0.2638], [-0.0770, -3.4422, 0.4767], [-0.8861, -0.3933, 1.0837], [0.1314, 0.1323, 0.1305], [-1.6758, 0.0934, -0.4830], [0.8517, -1.5825, -0.1882], [-3.8896, 1.7008, -2.3598], [5.3318, -1.6381, 2.9796], [0.0551, 0.7299, -0.0149], [-5.2639, -3.0334, -0.6869], [7.8468, 2.6316, 0.7191], [-0.7436, 0.3158, 0.3737], [0.7898, 3.7231, -0.5708], [0.9565, -0.7521, -0.3632], [-0.2455, 1.3226, 0.8223], [-3.0934, 0.3008, -2.5999], [0.3052, -0.4797, 3.4368], [-2.2476, -1.1549, -0.3615], [1.4010, -1.7493, -1.2222], [-0.1792, 2.3615, -0.6555], [-2.3151, 0.2452, -0.7835], [0.7817, 0.7441, 2.1742], [1.2019, 1.6632, -1.4780], [0.4076, 1.3875, 2.1075], [1.1740, 1.6489, -1.5558], [-1.2252, 0.9476, 1.9708], [0.5199, -2.1594, 0.7564], [-0.3285, 2.2037, -1.4387], [0.6765, 0.5567, -0.1731], [-1.4444, -1.0056, -1.7991], [0.8611, 2.4884, -0.4531], [-0.5926, -2.4354, 0.1941], [1.0227, -0.9301, 2.4231], [0.8491, -1.8871, -1.5457], [-2.5346, 0.2799, 0.1570], [-0.0599, -2.7249, 0.1359], [0.9440, 1.1043, -1.9434], [-2.4008, 0.1528, 0.1052], [1.5809, -0.1538, 2.0533], [0.0214, -2.3687, -0.8361], [0.4229, -0.2272, 0.0377], [0.9483, -0.8342, 0.2561], [-0.9006, 0.9516, -0.4083], [0.0217, -0.4138, 0.2821], [-0.2304, -0.0222, 0.0592], [-0.1061, 0.1504, 0.0961], [-0.1691, -0.0662, -0.1848], [-0.0312, 0.2258, 0.0752], [-0.0746, 0.0392, -0.2200], [0.0452, 0.1477, -0.1270], [0.3004, 0.4674, 0.0238], [0.4035, 0.9737, 1.2245], [-0.3874, -0.9961, -1.1625], [0.0389, 0.1125, 0.5357], [-0.1416, -0.1896, 0.0395], [-0.2055, -0.0211, -0.1027], [0.0783, -0.2134, -0.0421], [-0.1382, 0.0095, -0.2139], [0.0975, -0.1620, -0.1198], [0.1310, 0.0172, -0.4718], [-0.1398, -0.4125, -0.3634], [0.5162, -0.7227, -0.9676], [-0.5588, 0.8061, 1.1183], [0.5193, -0.0761, -0.2257], [0.1079, 0.1947, 0.0525], [0.0008, 0.2513, -0.1187], [0.0118, -0.0127, 0.1836], [-0.1864, 0.1427, -0.0944], [-0.0682, -0.0511, 0.1776], [-0.2388, -0.0013, 0.0115], [-0.0748, -0.3494, -0.3906], [0.5750, -0.7622, -0.9933], [-0.5721, 0.7273, 1.3267], [0.4342, -0.0954, -0.2827], [0.1149, 0.1581, 0.1505], [-0.0619, 0.2202, -0.0071], [0.0200, -0.0342, 0.2309], [-0.1326, 0.1850, -0.0249], [-0.0585, -0.0722, 0.2138], [-0.2318, -0.0139, 0.0789], [0.3170, 0.0232, -0.3904], [0.6857, -0.0728, -1.3338], [-0.6024, -0.0997, 1.3192], [-0.1561, 0.1034, -0.5000], [-0.2459, 0.0320, 0.0970], [-0.0844, -0.2289, 0.1508], [-0.0283, 0.2123, 0.1700], [-0.0406, -0.1833, 0.1363], [0.0194, 0.1633, 0.1694], [0.1293, -0.0517, 0.1911], [-0.0313, 0.1899, 0.4818], [-0.0535, 0.7118, 1.3613], [0.0562, -0.7540, -1.2487], [0.0400, 0.5130, 0.1514], [0.0598, 0.1266, -0.2945], [0.2111, -0.1236, -0.1019], [-0.2120, -0.0859, -0.1306], [0.1759, -0.1349, -0.0828], [-0.1816, -0.0970, -0.1163], [-0.0250, -0.2427, -0.0056]]
}

Record 2
{
  "formula": "C3H9N3O",
  "method": "ωB97M-V/def2-TZVPD",
  "largest_force_ev_per_a": 4.327,
  "orbital_gap_ha": [0.2853, 0.2853],
  "e_tot_ha": -359.05604,
  "homo_ev": [-6.96, -6.96],
  "relative_energy_kj_mol": 494.65,
  "smiles": "C=C(N)N.CN=O",
  "species": ["C", "C", "C", "N", "N", "N", "O", "H", "H", "H", "H", "H", "H", "H", "H", "H"],
  "coordinates": [[-0.64388, 0.49042, -0.97132], [1.66162, -0.70662, 1.50922], [0.25054, -0.55440, -1.08218], [-0.51027, 1.82695, -1.04420], [0.26051, -1.01658, 1.16262], [-1.88088, 0.06054, -0.64770], [-0.56723, -0.22581, 1.68398], [1.86120, 0.15371, 0.98653], [1.85992, -0.77860, 2.58014], [2.12712, -1.64568, 1.13182], [1.30015, -0.41534, -1.16009], [-0.08331, -1.58079, -1.29856], [0.32597, 2.26659, -1.34341], [-1.23531, 2.31492, -0.55975], [-2.14020, -0.86497, -0.80123], [-2.58593, 0.67566, -0.14588]],
  "forces_ev_per_a": [[0.3026, -2.7792, -0.4407], [-0.5565, -3.6732, 0.2672], [0.2474, 0.4595, -0.9441], [-0.1008, -0.2713, 0.4461], [-2.8598, 0.9517, 2.0442], [-2.7348, 3.2124, 0.9625], [1.7162, -1.3775, -0.3297], [1.3597, 2.1056, -0.7034], [-0.4538, 0.8183, 0.0092], [0.5080, 1.0824, -0.2767], [0.6795, 0.3872, -0.5520], [-0.0614, 0.8126, 0.4340], [0.4371, 0.2551, 0.1130], [0.1788, 0.7441, -0.0093], [-0.1669, -1.4432, 0.1781], [1.5046, -1.2845, -1.1984]]
}